No. 1
A 2-piece molecular cluster, C4H12S overall. Source: the Open Molecules 2025 dataset; level of theory: wB97M-V/def2-TZVPD.

Electronic energy (eV): -15176.885
HOMO energy (Eh): -0.3162
SMILES string: CSC.CC
F_max (eV Å⁻¹): 2.6
2S+1: 1
Orbital gap (eV): 9.6
ΔE to the lowest compared entry with this formula, charge and spin (kcal/mol): 18.94

Last column: Löwdin charge in e.
Atoms and positions in Å:
H: 1.4559 -1.4051 2.7608  0.050
C: 0.6602 2.3960 -1.6631  -0.159
H: 1.2266 0.5931 -0.7503  0.072
H: -2.1544 -2.3732 0.8392  -0.011
H: -1.6385 -2.6403 -0.7052  0.064
H: -0.2130 -1.1803 2.7422  0.015
H: -0.2239 2.8587 -1.9333  0.035
C: 0.2569 1.0917 -0.9672  -0.188
H: 0.7791 -0.0873 1.6842  0.001
C: 0.6186 -1.0898 2.0590  -0.419
S: 0.3662 -2.3418 0.6975  0.669
C: -1.4252 -1.9402 0.2134  -0.399
H: 1.3891 2.1546 -2.4116  0.062
H: -0.3468 1.3193 -0.0749  0.065
H: -0.3098 0.4313 -1.6025  0.053
H: 1.1521 3.0584 -0.9619  0.064
H: -1.5930 -0.8449 0.0737  0.024


No. 2
An isolated ion of composition C5H8IN2 and charge +1. Source: the Open Molecules 2025 dataset; level of theory: wB97M-V/def2-TZVPD.

Electronic energy (eV): -16386.755
HOMO energy (Eh): -0.4930
SMILES string: Cn1c(I)cc[n+]1C
F_max (eV Å⁻¹): 6.5
2S+1: 1
Orbital gap (eV): 9.5
Net charge: +1
ΔE to the lowest compared entry with this formula, charge and spin (kcal/mol): 38.55

Last column: Löwdin charge in e.
Atoms and positions in Å:
C: 1.1447 -1.8094 0.0538  -0.064
H: -2.5633 -0.6695 -0.4680  0.150
H: -1.0806 -2.3887 -0.4893  0.139
H: -2.0140 0.9843 -0.5850  0.077
C: -0.2712 -1.7534 -0.2265  0.049
H: 1.2720 2.2868 -0.3411  0.074
H: -2.0015 0.3654 1.0758  0.144
H: -0.5383 2.0831 -0.3557  0.088
C: 0.4135 1.7684 0.0350  -0.030
I: 3.6208 0.2759 -0.0325  1.013
C: 1.7268 -0.5686 0.1526  -0.609
C: -1.8149 0.1038 -0.0110  0.014
N: -0.4993 -0.4546 -0.1667  -0.164
N: 0.5171 0.3671 -0.0139  -0.100
H: 0.3875 2.0959 1.0502  0.106
H: 1.7008 -2.6863 0.3224  0.112


No. 3
A 2-piece molecular cluster, C5H8N2O2 overall. Source: the Open Molecules 2025 dataset; level of theory: wB97M-V/def2-TZVPD.

Electronic energy (eV): -12384.122
HOMO energy (Eh): -0.3251
SMILES string: C=C(C)[N+](=O)[O-].C=C=N
F_max (eV Å⁻¹): 3.7
2S+1: 1
Orbital gap (eV): 8.6
ΔE to the lowest compared entry with this formula, charge and spin (kcal/mol): 157.13

Last column: Löwdin charge in e.
Atoms and positions in Å:
C: -2.3043 0.7909 -1.3594  -0.280
N: 1.7262 0.6323 -0.3826  -0.395
C: 1.4396 -0.3247 0.6956  -0.201
C: 1.8381 -0.1943 1.9856  0.114
H: -2.8299 1.9866 0.1814  0.050
H: 2.3620 0.6817 2.2904  0.062
C: -2.2537 1.1282 -0.0948  -0.008
C: 0.5571 -1.5608 0.2199  -0.021
H: 1.2115 -2.3501 0.0752  0.050
H: 1.5068 -0.7512 2.8185  0.063
N: -2.2112 0.4755 -2.5323  0.139
H: -1.4883 0.6659 0.4677  0.025
H: -0.1251 -1.8962 0.9401  0.054
H: -2.9871 0.1150 -3.1128  0.090
H: -0.0937 -1.4166 -0.6524  0.077
O: 1.8186 1.7802 -0.0269  0.083
O: 1.8334 0.2377 -1.5131  0.096


No. 4
C14H16N3S5SbV as an isolated structure. Source: the Open Molecules 2025 dataset; level of theory: wB97M-V/def2-TZVPD.

Electronic energy (eV): -105653.624
HOMO energy (alpha / beta) (Eh): -0.2800 / -0.2800
F_max (eV Å⁻¹): 0.5
2S+1: 2
Orbital gap (alpha / beta) (eV): 6.8 / 7.1
ΔE to the lowest compared entry with this formula, charge and spin (kcal/mol): 0.00

Last column: Löwdin charge in e.
Atoms and positions in Å:
C: -0.5093 -2.3565 3.7436  0.002
H: 1.4427 -0.0248 4.3212  -0.023
C: -1.6199 -2.5531 1.6312  -0.153
C: 0.4679 -1.5206 3.1516  -0.275
C: -1.5483 -2.8350 3.0128  0.016
H: 3.1782 1.4728 -3.3067  0.061
H: 2.5434 -1.1154 3.4698  0.054
C: -0.6131 -1.7343 1.0933  -0.233
H: -3.4294 -3.1548 -1.1723  0.106
H: -1.3983 3.7012 -3.2408  0.117
S: 0.7369 -0.5924 -1.0026  0.663
H: -0.0348 2.7460 -4.9322  0.122
N: 0.3866 -1.1759 1.8736  0.032
C: -1.6042 -2.0055 -1.0840  -0.102
H: -0.3916 1.1150 -4.3407  0.123
S: 0.4609 2.2754 4.9847  -0.250
H: 1.6584 -1.6765 4.9005  0.085
C: -1.0388 2.7093 -2.9698  -0.106
C: 1.0498 2.3195 -2.0477  -0.785
H: -2.3135 -3.4560 3.4648  0.124
C: -0.5915 -1.5038 -0.3066  -0.578
S: 2.8131 1.2715 2.0422  0.096
H: -1.5829 -1.8215 -2.1515  0.101
V: 1.1983 0.6074 0.8910  -0.306
S: 2.2558 2.1078 -0.8474  0.589
H: -0.5000 2.7895 -0.8372  0.014
C: 1.6003 -1.0597 4.0050  -0.075
H: -1.8972 2.0677 -2.7761  0.121
N: -0.1691 2.7838 -1.8006  0.024
N: 1.1918 2.0646 -3.3538  -0.150
C: -0.0986 2.1242 -4.0400  -0.100
C: -2.6480 -3.0595 0.8061  -0.035
H: -0.4128 -2.5907 4.7943  0.118
H: 2.0900 0.3300 -4.1129  0.092
H: 2.5431 1.8500 -4.9227  0.092
Sb: 1.0599 3.0422 2.9654  0.407
C: 2.3170 1.3887 -3.9618  -0.048
C: -2.6451 -2.7771 -0.5295  -0.073
S: -0.5215 1.9173 1.3397  0.022
H: -3.4261 -3.6706 1.2463  0.114


No. 5
A 3-piece molecular cluster, C2H12N2O2 overall. Source: the Open Molecules 2025 dataset; level of theory: wB97M-V/def2-TZVPD.

Electronic energy (eV): -9332.956
HOMO energy (alpha / beta) (Eh): -0.4965 / -0.4949
F_max (eV Å⁻¹): 4.8
2S+1: 2
Orbital gap (alpha / beta) (eV): 10.0 / 4.0
Net charge: +1
ΔE to the lowest compared entry with this formula, charge and spin (kcal/mol): 52.66

Last column: Löwdin charge in e.
Atoms and positions in Å:
H: -3.2333 -0.1292 0.8097  0.060
H: -1.9437 -1.4485 0.4208  -0.068
O: -2.4348 -0.0167 0.3187  -0.094
H: 2.9677 0.6365 -0.4322  0.121
N: 1.4054 -0.8166 -1.3746  0.346
C: 1.1218 0.5756 0.6446  -0.143
C: 1.9371 0.4535 -0.7016  -0.111
N: -0.1264 1.3996 0.3522  -0.002
H: 0.4468 -0.7098 -1.0388  0.125
H: -2.5693 -2.6965 -0.1296  0.023
O: -1.9410 -2.4309 0.5383  -0.105
H: 1.8631 -1.6886 -1.0387  0.180
H: -0.0625 1.7255 -0.5524  0.040
H: -1.7469 0.7501 0.4083  0.053
H: 1.7638 1.1998 1.2806  0.137
H: -0.0046 2.3010 0.9210  0.150
H: 1.7121 1.2565 -1.5043  0.169
H: 0.8449 -0.3611 1.0780  0.117


No. 6
A 3-piece molecular cluster, C27H48Cl2F9N3O4P2 overall. Source: the Open Molecules 2025 dataset; level of theory: wB97M-V/def2-TZVPD.

Electronic energy (eV): -109509.923
HOMO energy (alpha / beta) (Eh): -0.2912 / -0.2912
F_max (eV Å⁻¹): 4.9
2S+1: 3
Orbital gap (alpha / beta) (eV): 7.9 / 7.4

Last column: Löwdin charge in e.
Atoms and positions in Å:
H: -3.6058 -2.6796 -4.2786  0.084
H: 1.7622 -0.9460 1.7394  0.104
H: 0.6820 2.9282 1.1028  0.091
H: -1.2703 -5.2961 -0.0485  0.127
C: -1.0451 -3.2538 -2.8265  -0.132
C: -4.3057 2.9721 -1.8401  -0.352
F: -1.8499 6.6868 -1.6247  0.007
H: 5.9610 0.3240 1.9845  0.076
C: -2.4790 -3.4979 -0.2464  -0.480
H: 5.5838 -2.7360 4.4187  0.089
H: -0.0526 -5.0628 -2.2144  0.116
C: -1.0171 -4.5704 -2.0543  -0.178
H: -3.5060 -4.0966 -3.2795  0.065
H: -0.4351 0.4656 0.1221  0.032
H: 5.9034 -1.1838 5.1632  0.081
H: -0.7210 0.6601 1.7200  0.074
C: -1.1181 4.8603 -4.1552  -0.736
H: -1.2079 -0.5002 -2.9063  0.065
C: 2.5580 -3.4379 1.1575  -0.045
F: -3.9451 5.1539 -2.8148  0.099
F: -3.0685 4.1514 0.7237  0.074
N: -2.5681 -2.2550 -1.0701  -0.035
C: 3.6964 0.0261 3.5316  -0.133
H: -3.7764 -4.8603 -1.4286  0.058
H: 0.9890 4.9261 -3.6855  0.060
H: -3.7889 -5.1711 0.2785  0.087
H: 0.9638 -1.9896 2.8961  0.119
H: 3.2924 -4.2154 0.9259  0.090
H: 3.7640 -4.3806 3.4457  0.091
F: -3.6060 6.1625 0.0684  0.037
H: 2.4233 -2.8175 0.2681  0.076
F: -5.5686 2.9285 -2.5078  0.087
F: -3.4242 2.3288 -2.7038  0.108
C: -0.3255 2.4671 0.7951  -0.259
H: 2.0133 -4.2178 3.5303  0.085
H: -0.9810 -3.4668 -3.8987  0.127
H: 1.1743 6.4923 -0.4104  0.084
C: 1.1744 5.3578 -0.2277  -0.203
C: -0.7043 2.8222 -0.7509  -0.295
C: 2.9878 -2.6168 2.3992  -0.482
H: -1.1256 2.7378 1.5439  0.107
N: -0.1055 0.9745 0.9531  -0.006
H: -4.6523 -3.7703 -0.3462  0.093
H: -0.1687 1.9773 -1.3248  0.043
C: -2.5005 -3.1994 1.2741  -0.040
O: 2.3644 2.3401 -0.8210  -0.406
C: -4.0343 4.5185 -1.5698  -0.199
H: 1.5989 -3.9334 1.3344  0.070
H: 1.5750 0.2439 3.8233  0.108
C: 1.9274 -1.5270 2.6543  -0.143
C: -3.5315 -3.0068 -3.2382  -0.038
C: 2.9517 -3.6550 3.5456  -0.042
N: 4.3652 -2.0567 2.2610  -0.048
H: -0.1397 -2.6894 -2.5746  0.123
P: -0.0982 4.4648 -1.3790  0.725
C: -1.2199 -4.3300 -0.5624  -0.134
O: -1.6775 -1.3679 -0.5683  -0.045
H: 2.2536 5.0499 -0.5053  0.032
H: -3.3704 -2.5931 1.5442  0.090
H: 3.0072 -3.2150 4.5393  0.057
C: -2.1097 -1.0235 -3.2347  -0.040
Cl: 1.2065 2.0965 -3.7665  0.154
Cl: -1.8982 6.2947 -5.0387  0.583
C: 0.0183 5.2264 -3.1257  -0.316
H: -2.0068 -1.1538 -4.3151  0.089
H: -1.8006 2.5396 -0.8421  0.079
H: -1.6011 -2.6798 1.6142  0.066
H: 6.8954 -1.0171 2.6730  0.090
C: 6.0886 -0.3055 2.8685  -0.048
H: 0.1452 6.3744 -3.1141  0.108
F: -1.1872 6.1534 0.4339  -0.014
F: -5.3214 4.9522 -1.0877  0.076
F: -4.4727 2.1685 -0.7126  0.120
H: -2.9707 -0.3728 -3.0587  0.081
C: 2.3102 -0.5658 3.7735  -0.181
O: -1.5089 3.7484 -4.5058  -0.023
H: -4.4604 -2.6988 -2.7507  0.091
H: 4.3064 -1.8569 5.2789  0.063
C: -1.5584 5.5198 -0.8212  -0.352
C: -2.9919 4.9475 -0.4627  -0.202
H: 1.0625 5.0621 0.8585  0.064
O: 4.4521 -1.4802 1.0368  -0.022
H: -1.7757 -5.2579 -2.4379  0.102
H: 2.1441 1.4129 -1.0936  0.041
P: 1.7394 3.3468 -2.0909  0.487
H: 3.6335 0.7073 2.6750  0.123
H: 6.4199 0.3611 3.6694  0.083
H: 2.2708 -1.0710 4.7426  0.101
H: 3.9759 0.6448 4.3911  0.125
C: -3.7417 -4.3653 -0.4603  -0.040
H: -0.3304 -3.8242 -0.1677  0.107
C: -2.2938 -2.3949 -2.5330  -0.472
C: 5.1540 -1.7472 4.6008  -0.042
H: -2.5549 -4.1275 1.8499  0.086
C: 4.7834 -1.0391 3.2722  -0.480